A molecular structure, C38H55ClOP4W at a distorted geometry. Source: the OMol25 dataset; level of theory: the ωB97M-V functional and the def2-TZVPD basis.

Geometry as XYZ:
```
100
Properties=species:S:1:pos:R:3:forces:R:3
P 1.561 1.149 -4.301 -0.774 -0.689 5.087
C 3.088 1.502 -3.428 0.302 -0.522 -0.908
C 3.979 0.810 -4.303 0.071 0.864 0.258
H 3.554 -0.002 -4.900 0.475 0.139 -0.061
C 5.269 1.273 -4.475 0.253 -0.250 0.269
H 5.889 0.791 -5.228 0.132 0.242 0.300
C 5.719 2.336 -3.681 0.020 -0.383 -0.515
H 6.740 2.684 -3.837 -0.284 0.068 0.151
C 4.897 2.934 -2.717 -0.472 -0.270 0.323
H 5.308 3.749 -2.111 -0.268 -0.431 -0.117
C 3.565 2.516 -2.554 0.203 -0.031 -0.848
H 2.922 2.962 -1.792 0.126 0.036 -0.464
C 1.028 -0.545 -3.972 -0.395 -0.711 -0.467
C 1.723 -1.638 -3.372 -0.068 0.368 -0.675
H 2.524 -1.464 -2.643 -0.222 0.018 -0.492
C 1.391 -2.943 -3.766 -0.056 0.340 0.265
H 1.941 -3.804 -3.364 -0.261 0.456 -0.079
C 0.385 -3.159 -4.715 -0.132 0.061 -0.223
H 0.167 -4.166 -5.069 0.172 0.193 0.127
C -0.356 -2.096 -5.242 -0.345 0.061 0.351
H -1.128 -2.237 -5.998 0.154 -0.218 0.301
C -0.092 -0.807 -4.811 0.972 0.084 -0.038
H -0.635 0.062 -5.195 0.026 -0.420 -0.173
C 0.291 2.386 -3.910 0.596 0.077 -1.570
C 0.593 3.068 -5.119 -0.866 0.387 0.550
H 1.501 2.719 -5.647 -0.485 0.853 -0.326
C -0.243 4.050 -5.610 -0.115 0.208 0.188
H 0.017 4.501 -6.564 -0.378 0.199 0.210
C -1.366 4.403 -4.846 0.340 0.076 -0.631
H -2.010 5.182 -5.252 0.005 -0.181 0.281
C -1.656 3.795 -3.619 0.545 -0.495 0.146
H -2.540 4.126 -3.057 0.526 -0.216 -0.186
C -0.831 2.759 -3.123 0.253 0.233 -0.579
H -1.042 2.311 -2.148 0.127 0.047 -0.428
W 0.165 0.012 1.716 -1.304 0.725 -1.496
C -1.503 -1.183 1.202 -0.723 -0.725 0.047
C -1.850 -1.438 -0.100 -0.909 -0.718 0.565
H -2.078 -1.616 2.030 -0.298 -0.230 -0.430
C -1.038 -0.786 -1.203 -0.683 0.271 -0.351
O -1.983 -0.058 -2.075 0.841 0.661 -0.680
H -1.587 0.471 -2.846 -0.245 -1.446 1.860
C -0.145 0.009 -0.349 1.966 1.708 1.661
H -0.530 -1.538 -1.839 0.155 0.380 0.433
C 0.702 0.944 0.148 0.750 -0.338 -5.739
Cl 2.026 1.430 2.549 0.452 -0.084 0.273
P -1.348 2.027 2.078 -0.010 0.010 0.592
P 1.671 -1.884 1.877 0.448 -0.711 0.478
C -0.813 3.029 3.503 -0.229 0.046 -0.174
H 0.091 3.587 3.226 -0.304 -0.102 0.121
H -0.567 2.340 4.321 -0.103 0.329 -0.283
H -1.639 3.700 3.785 0.380 -0.075 0.010
C -1.519 3.233 0.714 -0.111 0.118 -0.032
H -2.138 2.805 -0.093 0.189 0.148 0.323
H -0.522 3.472 0.308 -0.349 -0.008 0.215
H -1.997 4.148 1.109 0.198 -0.354 -0.324
C -3.060 1.533 2.459 -0.140 0.252 0.008
H -3.052 0.835 3.309 0.031 0.259 -0.215
H -3.490 1.024 1.583 0.081 0.213 0.272
H -3.643 2.436 2.709 0.025 -0.449 -0.077
C 2.447 -2.013 3.506 0.214 -0.286 -0.043
H 1.679 -2.268 4.250 0.283 0.062 -0.265
H 2.892 -1.043 3.770 -0.135 -0.295 -0.115
H 3.218 -2.797 3.444 -0.176 0.224 0.269
C 0.858 -3.479 1.582 0.231 -0.405 -0.007
H 0.444 -3.506 0.562 0.178 0.012 0.305
H 0.030 -3.605 2.296 0.306 0.030 -0.164
H 1.601 -4.281 1.714 -0.393 0.068 -0.083
C 3.050 -1.826 0.696 0.164 -0.162 -0.001
H 3.516 -0.830 0.724 -0.116 -0.321 0.052
H 2.686 -2.035 -0.321 0.115 0.051 0.334
H 3.770 -2.599 1.011 -0.078 0.300 -0.329
P -3.208 -2.500 -0.574 0.279 0.385 0.132
C -3.766 -3.444 0.840 -0.292 -0.445 0.329
C -2.637 -3.622 -1.869 -0.078 -0.257 -0.150
H -4.093 -2.780 1.650 0.122 -0.076 -0.272
H -2.968 -4.094 1.223 -0.108 0.248 -0.153
H -4.618 -4.087 0.571 0.220 0.229 -0.052
H -2.281 -3.038 -2.733 -0.149 -0.162 0.300
H -3.458 -4.286 -2.196 0.350 0.291 0.131
H -1.809 -4.236 -1.480 -0.312 0.227 -0.127
C -4.568 -1.515 -1.217 -0.346 -0.060 -0.220
H -4.942 -0.850 -0.424 0.144 -0.227 -0.237
H -5.390 -2.158 -1.575 0.301 0.237 0.160
H -4.175 -0.904 -2.043 -0.168 -0.205 0.308
H 1.444 1.448 -0.461 -0.076 1.090 0.567
C 1.149 -0.812 6.743 0.078 -0.018 0.007
C -0.148 -0.091 6.342 -0.092 0.128 0.183
C -1.400 -0.839 6.822 -0.029 -0.034 0.238
C -0.126 1.374 6.804 0.028 0.046 0.188
C -0.213 -0.068 4.912 0.076 -0.424 0.185
C -0.212 -0.119 3.710 -0.659 -0.351 0.348
H 1.231 -0.785 7.846 0.185 -0.172 -0.521
H 2.014 -0.306 6.269 -0.391 -0.245 0.448
H 1.125 -1.856 6.374 0.034 0.462 0.422
H -1.377 -0.869 7.926 -0.319 -0.157 -0.455
H -2.304 -0.316 6.452 0.398 -0.265 0.409
H -1.405 -1.861 6.391 -0.011 0.478 0.432
H 0.737 1.891 6.336 -0.423 -0.214 0.450
H -1.053 1.880 6.468 0.438 -0.174 0.414
H -0.044 1.385 7.907 -0.072 0.313 -0.502
```
Forces are in eV/Å.

- Molecular weight: 871.0 g mol⁻¹
- Orbital gap (spin up / spin down): 0.2538 / 0.1566 Ha
- Total charge: +2
- ⟨S²⟩: 2.028
- Calculated total energy: -3448.20010 Ha
- Spin multiplicity: 3
- Energy above the lowest of the compared OMol25 structures with the same formula, charge and spin: 22.19 kcal per mole

These are the Löwdin partial charges, in e, on atoms 1 to 99: 1.1824 -0.3125 -0.1298 0.0995 -0.0439 0.1230 -0.0275 0.1244 -0.0353 0.1260 -0.0340 0.1106 -0.3364 -0.0716 0.1064 -0.0561 0.1220 -0.0511 0.1207 -0.0565 0.1230 -0.1129 0.1107 -0.2809 -0.1596 0.0914 -0.0333 0.1244 -0.0349 0.1220 -0.0339 0.1244 -0.0522 0.0768 0.9266 -0.2181 -0.3850 0.0484 -0.3460 -0.0887 0.0863 -0.2431 0.1257 -0.3720 0.0387 0.7522 0.6894 -0.2510 0.0424 0.0002 0.0624 -0.2427 0.0406 0.0463 0.0620 -0.2409 0.0477 0.0345 0.0589 -0.2493 0.0356 0.0327 0.0616 -0.2446 0.0352 0.0534 0.0607 -0.2330 0.0488 0.0271 0.0603 0.8757 -0.1762 -0.1623 0.0691 0.0707 0.0755 0.0523 0.0766 0.0699 -0.1662 0.0720 0.0745 0.0521 0.0441 -0.0372 -0.6464 -0.0413 -0.0424 -0.1656 -0.3264 0.0988 0.0964 0.0816 0.0962 0.0908 0.0925 0.1001 0.0883